{"formula": "C29H52O25S4", "method": "ωB97M-V/def2-TZVPD", "elements": ["C", "C", "O", "C", "O", "O", "H", "H", "H", "H", "C", "C", "O", "C", "O", "O", "H", "H", "H", "H", "C", "C", "O", "C", "O", "O", "H", "H", "H", "H", "C", "C", "O", "C", "O", "O", "H", "H", "H", "H", "C", "C", "O", "C", "O", "O", "H", "H", "H", "H", "C", "C", "O", "C", "O", "O", "H", "H", "H", "H", "C", "C", "O", "C", "O", "O", "H", "H", "H", "H", "C", "S", "O", "C", "H", "H", "H", "H", "H", "H", "C", "S", "O", "C", "H", "H", "H", "H", "H", "H", "C", "S", "O", "C", "H", "H", "H", "H", "H", "H", "C", "S", "O", "C", "H", "H", "H", "H", "H", "H"], "positions_angstrom": [[-3.474, -1.444, 4.623], [-2.884, -1.294, 3.218], [-3.722, -1.997, 2.441], [-4.587, -2.723, 3.203], [-5.387, -3.490, 2.773], [-4.406, -2.469, 4.485], [-3.884, -0.552, 5.097], [-2.730, -1.823, 5.324], [-1.833, -1.584, 3.240], [-2.793, -0.258, 2.892], [2.602, -4.997, -4.412], [1.546, -5.825, -3.669], [0.866, -4.926, -2.894], [1.648, -3.933, -2.706], [1.453, -3.087, -1.806], [2.696, -3.921, -3.517], [2.234, -4.602, -5.360], [3.554, -5.465, -4.665], [2.025, -6.600, -3.071], [0.859, -6.322, -4.354], [-2.103, -2.172, -3.381], [-1.574, -0.860, -3.802], [-0.382, -1.119, -4.515], [-0.493, -2.271, -5.117], [0.230, -2.618, -6.000], [-1.440, -2.925, -4.441], [-3.186, -2.288, -3.329], [-1.742, -2.573, -2.434], [-1.201, -0.173, -3.043], [-2.367, -0.436, -4.418], [1.206, -1.047, 4.153], [1.286, -1.000, 5.714], [2.343, -1.920, 5.943], [2.852, -2.476, 4.793], [3.829, -3.236, 4.749], [2.074, -2.005, 3.782], [1.406, -0.085, 3.682], [0.222, -1.498, 4.028], [0.348, -1.329, 6.163], [1.639, -0.073, 6.165], [-4.579, 1.089, -1.143], [-3.391, 2.053, -0.922], [-2.836, 2.193, -2.248], [-3.639, 1.591, -3.063], [-3.576, 1.693, -4.271], [-4.519, 0.709, -2.497], [-5.595, 1.384, -0.883], [-4.389, 0.284, -0.433], [-2.803, 1.832, -0.031], [-3.917, 2.986, -0.717], [-1.341, -4.653, 0.097], [-2.474, -5.636, 0.379], [-2.194, -5.915, 1.815], [-1.308, -5.073, 2.289], [-0.964, -5.179, 3.491], [-0.810, -4.329, 1.371], [-1.767, -3.839, -0.489], [-0.461, -5.069, -0.395], [-2.321, -6.494, -0.275], [-3.504, -5.277, 0.386], [3.831, 5.912, -1.683], [3.371, 5.312, -3.046], [3.006, 3.974, -2.751], [3.775, 3.627, -1.674], [4.059, 2.549, -1.366], [4.274, 4.794, -1.063], [2.955, 6.253, -1.131], [4.587, 6.680, -1.849], [4.110, 5.483, -3.828], [2.432, 5.762, -3.369], [-0.458, 3.057, 5.439], [-0.875, 2.209, 3.970], [-1.834, 1.112, 4.402], [-1.878, 3.490, 3.002], [0.271, 3.845, 5.253], [0.025, 2.439, 6.196], [-1.302, 3.550, 5.921], [-2.798, 3.647, 3.565], [-2.272, 3.048, 2.087], [-1.335, 4.426, 3.140], [0.102, -0.896, 0.494], [-0.505, 0.576, -0.450], [-0.765, 1.677, 0.588], [1.149, 1.009, -1.283], [1.123, -0.888, 0.876], [-0.210, -1.668, -0.209], [-0.618, -1.013, 1.304], [0.939, 1.931, -1.825], [1.573, 0.318, -2.012], [1.712, 1.188, -0.367], [4.102, 0.073, 1.108], [5.494, 0.911, 1.800], [5.570, 2.403, 1.771], [5.409, 0.383, 3.478], [4.027, 0.240, 0.033], [3.215, 0.424, 1.635], [4.156, -0.993, 1.326], [5.029, 1.164, 4.136], [6.381, 0.039, 3.831], [4.856, -0.552, 3.571], [-1.199, 5.040, -3.049], [-1.614, 4.643, -4.792], [-2.068, 5.953, -5.431], [0.045, 4.284, -5.463], [-2.071, 5.015, -2.395], [-0.828, 6.038, -2.818], [-0.613, 4.223, -2.628], [0.077, 3.645, -6.345], [0.430, 3.673, -4.647], [0.815, 5.055, -5.447]], "total_energy_ha": -4609.717691, "homo_energy_ha": -0.30502, "homo_lumo_gap_ev": 8.3, "lumo_energy_ev": -0.04, "max_force_ev_per_a": 6.6, "multiplicity": 1, "relative_energy_ev": 2.817}